(1)
C5H11N in the gas phase in a non-equilibrium geometry. Source: the OMol25 dataset; level of theory: the ωB97M-V functional and the def2-TZVPD basis.

```
17
Properties=species:S:1:pos:R:3:lowdin_charge:R:1
H -1.59 1.69 -0.14 0.09
C 1.36 -0.46 1.47 -0.24
C -2.59 0.64 -1.82 -0.13
H -0.14 -1.00 -1.02 0.15
H 0.04 1.11 1.08 0.08
H 2.97 -0.76 -0.01 0.11
H 0.57 -1.16 1.89 0.11
H -2.87 -0.40 -1.88 0.05
H 3.33 -0.99 1.55 0.03
C -1.51 0.79 -0.78 -0.19
H -3.44 1.11 -1.34 0.06
H 2.25 -2.30 0.85 0.08
H -2.57 0.94 -2.91 0.08
H 1.83 0.33 2.20 0.13
N 0.53 0.46 0.47 -0.08
C -0.47 -0.03 -0.41 -0.18
C 2.53 -1.24 0.95 -0.14
```

Computed properties:
energy above the lowest of the compared OMol25 structures with the same formula, charge and spin: 54.7 kcal/mol
structure (SMILES): C/C=C/NCC
HOMO-LUMO gap: 8.892 eV
HOMO energy: -7.74 eV
strongest force on any atom: 3.27 eV Å⁻¹

(2)
A molecular structure, C24H27ClF9IrN7OS2Se in a non-equilibrium geometry. Source: the OMol25 dataset; level of theory: the ωB97M-V functional and the def2-TZVPD basis.

```
73
Properties=species:S:1:pos:R:3:lowdin_charge:R:1
N -2.38 3.44 2.43 0.13
H 3.73 -3.25 -5.04 0.11
F -2.07 -0.41 4.63 0.13
C -1.80 2.92 -2.86 -0.07
C -4.05 -1.90 1.86 -0.54
F -3.60 0.59 3.50 0.10
C 4.00 -1.29 -0.86 -0.05
C 0.14 1.06 2.69 -0.17
F -4.71 -2.86 2.53 0.14
N 3.67 -2.16 -1.98 -0.17
C 0.22 3.10 -4.76 -0.10
N -0.98 -3.05 0.03 0.13
C -0.08 -3.24 0.97 -0.64
N -1.08 3.64 0.55 -0.03
H -2.59 4.70 -3.74 0.10
C 4.26 -2.09 -3.23 -0.07
F -2.27 -3.81 2.26 0.02
Cl 0.84 1.56 5.25 0.69
C -0.78 4.07 -4.73 -0.11
C 0.22 2.06 -3.85 -0.07
C -0.78 0.89 -1.89 -0.86
F -2.05 -3.01 4.25 0.06
H 0.61 4.83 0.43 0.09
F -4.91 -0.88 1.73 0.14
C -1.83 -2.71 2.95 -0.59
C -2.09 3.05 1.17 -0.83
F -4.07 -1.24 4.55 0.14
N 2.66 -3.58 -3.19 -0.17
C -2.70 -1.42 2.51 -0.36
H -0.59 5.40 1.59 0.08
H -1.70 3.95 2.98 0.09
Ir -1.32 0.38 -0.22 0.71
N 1.07 -3.82 0.62 0.09
C 3.62 -3.00 -4.00 -0.08
C 2.64 1.45 1.72 -0.07
H 0.99 1.30 -3.88 0.08
H -3.00 2.83 2.92 0.08
H 1.42 -4.39 -4.66 0.09
F -3.86 -2.37 0.61 0.13
S -3.05 1.85 0.44 0.65
H -0.68 -3.06 -0.93 0.05
H 1.66 1.11 -0.18 0.04
H 3.15 -1.27 -0.19 0.06
H 4.89 -1.65 -0.34 0.08
H 0.81 -4.49 -3.00 0.08
C 1.18 1.37 3.57 -0.65
H 5.05 -1.40 -3.47 0.11
H 2.11 -5.58 -3.53 0.08
H 1.43 -3.78 -0.35 0.03
H -0.87 3.24 -0.36 0.09
H 3.63 1.58 1.28 0.10
H 1.75 -3.92 1.35 0.08
O -2.06 -0.58 1.70 -0.35
H -0.78 4.89 -5.44 0.09
C -0.11 4.51 1.18 -0.07
C -1.79 3.97 -3.77 -0.10
C -3.11 -0.63 3.82 -0.54
C 1.70 -4.57 -3.62 -0.04
C -0.78 1.95 -2.87 -0.34
C 2.67 -3.07 -1.93 -0.09
S -0.01 -2.60 2.66 1.08
H 0.43 3.99 1.98 0.08
F 0.05 -1.61 4.40 -0.61
N 0.33 1.00 1.38 -0.01
C 1.56 1.19 0.90 -0.18
H -2.59 2.83 -2.13 0.07
H 3.27 1.75 3.77 0.10
H 4.17 -0.28 -1.23 0.09
H -0.86 0.85 3.04 0.08
C 2.45 1.55 3.09 -0.10
H -1.72 -2.39 0.22 0.05
Se 0.36 -0.63 -1.78 0.51
H 1.00 3.16 -5.50 0.09
```

Computed properties:
energy above the lowest of the compared OMol25 structures with the same formula, charge and spin: 49.8 kcal/mol
HOMO-LUMO gap (spin up / spin down): 5.783 / 5.789 eV
charge: -1
HOMO energy (spin up / spin down): -3.49 / -3.49 eV
strongest force on any atom: 1.47 eV Å⁻¹

(3)
C4H5NO in the gas phase. Source: the OMol25 dataset; level of theory: the ωB97M-V functional and the def2-TZVPD basis.

```
11
Properties=species:S:1:pos:R:3:lowdin_charge:R:1
C -0.25 1.03 -0.03 -0.04
H -0.08 2.10 -0.12 0.10
H -2.47 0.86 0.33 0.10
C -1.53 0.39 0.07 -0.09
C 0.65 0.01 -0.11 -0.40
H -1.99 -1.78 -0.16 0.11
C -1.33 -0.94 -0.08 -0.13
N 2.03 -0.08 -0.09 0.13
H 2.39 -1.02 -0.04 0.10
O 0.02 -1.19 -0.19 0.03
H 2.55 0.62 0.42 0.10
```

Computed properties:
energy above the lowest of the compared OMol25 structures with the same formula, charge and spin: 16.0 kcal/mol
structure (SMILES): Nc1ccco1
HOMO-LUMO gap: 8.694 eV
HOMO energy: -7.64 eV
strongest force on any atom: 0.45 eV Å⁻¹

Question: The highest energy above the lowest of the compared OMol25 structures with the same formula, charge and spin belongs to which entry?
Answer: C5H11N